No. 1
{"formula": "C4H7NO", "method": "ωB97M-V with the def2-TZVPD basis set", "relative_energy_kcal_mol": 23.6, "energy_ev": -7798.6211, "smiles": "N#CCCCO", "charge": 0, "e_homo_ev": -10.80, "species": ["O", "C", "C", "C", "C", "N", "H", "H", "H", "H", "H", "H", "H"], "coordinates": [[1.43781, 0.11877, 1.10234], [1.17813, 0.26995, -0.28449], [0.08483, -0.72607, -0.63642], [-1.16606, -0.52457, 0.24146], [-1.59891, 0.88383, 0.27291], [-1.94498, 1.99089, 0.28606], [1.77520, 0.94779, 1.44683], [2.08050, 0.07445, -0.88507], [0.83640, 1.29012, -0.51727], [0.46173, -1.74154, -0.46591], [-0.17366, -0.63367, -1.69810], [-0.96054, -0.83589, 1.27286], [-2.01042, -1.11406, -0.13520]], "forces_ev_per_a": [[0.105, 0.063, 0.046], [-0.104, 0.011, -0.313], [-0.013, -0.002, -0.004], [-0.094, 0.089, -0.015], [-0.443, 1.085, 0.025], [0.487, -1.375, -0.028], [0.073, 0.041, 0.071], [-0.172, -0.007, 0.158], [0.066, -0.186, 0.098], [-0.112, 0.143, -0.061], [0.052, 0.003, 0.182], [-0.043, 0.098, -0.256], [0.198, 0.036, 0.097]]}

No. 2
{"formula": "C60H60FO17P", "method": "ωB97M-V with the def2-TZVPD basis set", "energy_ev": -109996.8396, "smiles": "CC[C@H](F)[PH](CCCOC)(CCc1ccccc1)OC[C@@H](C)O.O=C1C=CC(=O)C=C1.O=C1C=CC(=O)C=C1.O=C1C=CC(=O)C=C1.O=C1C=CC(=O)C=C1.O=C1C=CC(=O)C=C1.O=C1C=CC(=O)C=C1.O=C1C=CC(=O)C=C1", "charge": 0, "e_homo_ev": -8.62, "species": ["C", "C", "C", "F", "P", "C", "C", "C", "O", "C", "C", "C", "C", "C", "C", "C", "C", "C", "O", "C", "C", "C", "O", "H", "H", "H", "H", "H", "H", "H", "H", "H", "H", "H", "H", "H", "H", "H", "H", "H", "H", "H", "H", "H", "H", "H", "H", "H", "H", "H", "H", "H", "H", "H", "H", "C", "C", "C", "O", "C", "C", "C", "O", "H", "H", "H", "H", "C", "C", "C", "O", "C", "C", "C", "O", "H", "H", "H", "H", "C", "C", "C", "O", "C", "C", "C", "O", "H", "H", "H", "H", "C", "C", "C", "O", "C", "C", "C", "O", "H", "H", "H", "H", "C", "C", "C", "O", "C", "C", "C", "O", "H", "H", "H", "H", "C", "C", "C", "O", "C", "C", "C", "O", "H", "H", "H", "H", "C", "C", "C", "O", "C", "C", "C", "O", "H", "H", "H", "H"], "coordinates": [[0.19837, -0.38866, 2.77656], [0.74513, 0.37334, 1.55623], [2.02588, -0.22785, 0.95539], [3.14280, 0.62119, 1.20226], [1.93305, -0.74076, -0.88063], [1.75957, 1.03734, -1.35841], [2.90999, 1.68715, -2.19111], [4.29801, 1.05297, -2.09898], [4.56667, 0.05514, -3.06522], [4.86356, 0.58470, -4.32787], [0.60672, -1.95802, -0.41000], [0.78281, -3.32409, -1.10899], [0.07812, -4.39350, -0.29177], [-1.28741, -4.60026, -0.48246], [-1.90066, -5.60725, 0.26541], [-1.15797, -6.38493, 1.14917], [0.20051, -6.16011, 1.34891], [0.81721, -5.15655, 0.61450], [1.97177, -1.32264, -2.49860], [1.19895, -0.81122, -3.53889], [-0.32411, -0.71128, -3.36370], [-0.82129, 0.30965, -4.40577], [-0.99860, -1.94120, -3.57792], [0.75158, -1.29857, 2.99645], [-0.82000, -0.71191, 2.56272], [0.13842, 0.25125, 3.65153], [1.01210, 1.37975, 1.88687], [-0.01149, 0.48878, 0.78015], [2.25052, -1.11431, 1.55443], [3.23749, -1.24192, -0.73154], [1.71573, 1.65779, -0.46996], [0.82479, 1.26454, -1.86779], [2.63442, 1.78141, -3.23864], [3.03433, 2.70395, -1.82476], [5.02870, 1.85663, -2.25604], [4.50716, 0.67423, -1.10317], [5.90124, 0.92282, -4.40896], [4.72162, -0.21280, -5.05379], [4.20912, 1.40810, -4.62311], [-0.38931, -1.58648, -0.64402], [0.61176, -2.18762, 0.65264], [0.33971, -3.33561, -2.09705], [1.83115, -3.60168, -1.14483], [-1.83687, -3.98547, -1.17898], [-2.95486, -5.81338, 0.14796], [-1.62897, -7.18555, 1.70250], [0.77094, -6.76632, 2.03491], [1.87561, -4.96623, 0.72902], [1.54503, 0.14561, -3.93799], [1.33126, -1.49520, -4.38807], [-0.60537, -0.29884, -2.40043], [-1.85373, 0.11860, -4.67659], [-0.66631, 1.33276, -4.07143], [-0.22865, 0.19048, -5.31780], [-0.68399, -2.29985, -4.41235], [-6.18009, -2.64489, 2.83678], [-5.04609, -1.95028, 2.81343], [-4.17833, -1.93306, 1.60766], [-3.14499, -1.30056, 1.58631], [-4.62567, -2.71986, 0.43137], [-5.76003, -3.41459, 0.45271], [-6.62395, -3.42827, 1.65843], [-7.66000, -4.06202, 1.67505], [-6.82768, -2.67274, 3.70388], [-4.70202, -1.37018, 3.66014], [-3.98105, -2.69842, -0.43826], [-6.10543, -3.99741, -0.39423], [2.02139, 5.00283, 4.07562], [3.10977, 5.62631, 4.52109], [4.47028, 5.16832, 4.13421], [5.46699, 5.73283, 4.53444], [4.56986, 3.99704, 3.23200], [3.48247, 3.37537, 2.78683], [2.12709, 3.82791, 3.17283], [1.14346, 3.25231, 2.75423], [1.02019, 5.31645, 4.34307], [3.05991, 6.48548, 5.17806], [5.56703, 3.67951, 2.95789], [3.53043, 2.51828, 2.12713], [8.23887, 6.51869, 3.02988], [8.70410, 7.16194, 4.09655], [9.50957, 8.40008, 3.95618], [9.93850, 8.98953, 4.92409], [9.77308, 8.89461, 2.57851], [9.30517, 8.25105, 1.51291], [8.50076, 7.01277, 1.65866], [8.06619, 6.42134, 0.69044], [7.64839, 5.61559, 3.11032], [8.51927, 6.81833, 5.10595], [10.36135, 9.79990, 2.49880], [9.48405, 8.59438, 0.50152], [8.49565, 5.46895, -2.42877], [9.58010, 6.19197, -2.69354], [10.20642, 6.18286, -4.03770], [11.19592, 6.84082, -4.27883], [9.57496, 5.33463, -5.08097], [8.49063, 4.61041, -4.81907], [7.86445, 4.62094, -3.47188], [6.87454, 3.96117, -3.23633], [8.02862, 5.46598, -1.45241], [10.05441, 6.81623, -1.94707], [10.04736, 5.34281, -6.05505], [8.01544, 3.98532, -5.56451], [6.57571, -0.05378, 3.03439], [6.29178, -1.25982, 3.51792], [6.30892, -1.52753, 4.97832], [6.05245, -2.62544, 5.42076], [6.65292, -0.39624, 5.87812], [6.93634, 0.80966, 5.39395], [6.91958, 1.07398, 3.93457], [7.17247, 2.17566, 3.49187], [6.56765, 0.16395, 1.97382], [6.03672, -2.09607, 2.87973], [6.65814, -0.61267, 6.93875], [7.18924, 1.64793, 6.03087], [-11.00594, -4.68121, -3.31642], [-9.73557, -5.07490, -3.31352], [-8.89335, -4.93913, -2.09846], [-7.73155, -5.29098, -2.09691], [-9.51830, -4.35217, -0.88747], [-10.78923, -3.95711, -0.89354], [-11.63269, -4.09176, -2.10590], [-12.79239, -3.73509, -2.11398], [-11.63993, -4.76817, -4.18964], [-9.25827, -5.50599, -4.18443], [-8.87871, -4.26779, -0.01474], [-11.26576, -3.52446, -0.02284], [-16.03901, -4.26594, -1.19843], [-16.65282, -5.14160, -0.40582], [-18.12753, -5.30088, -0.42336], [-18.68559, -6.09768, 0.30050], [-18.89671, -4.44560, -1.36185], [-18.28700, -3.56951, -2.15512], [-16.80958, -3.40960, -2.13792], [-16.25939, -2.61116, -2.86353], [-14.96353, -4.13776, -1.19867], [-16.11239, -5.77572, 0.28548], [-19.97119, -4.57819, -1.35910], [-18.82904, -2.93600, -2.84573]], "forces_ev_per_a": [[-0.738, -0.020, -0.585], [0.849, 0.270, 0.240], [-0.581, -0.532, 0.628], [0.080, 0.204, -0.262], [0.032, 0.082, 0.795], [0.352, 0.929, -0.397], [0.046, -0.539, 0.215], [0.516, 0.856, -0.480], [-0.274, -0.229, 0.390], [0.079, -0.207, -0.426], [0.112, -0.536, -0.568], [-0.417, -0.448, 0.712], [0.320, 0.410, -0.523], [0.378, -0.693, 0.980], [0.140, 0.069, -0.142], [0.060, -0.069, 0.219], [-0.265, 0.317, -0.478], [-0.494, -0.038, -0.023], [-0.086, 0.367, -0.021], [-0.334, -0.518, -0.357], [-0.115, 0.974, -1.104], [0.542, -0.344, -0.219], [-0.011, -0.180, 0.680], [0.243, 0.049, 0.154], [-0.100, -0.049, 0.111], [0.190, -0.029, 0.186], [-0.143, -0.156, -0.290], [-0.164, -0.043, 0.006], [0.271, -0.209, -0.179], [-0.044, -0.090, -0.317], [-0.131, -0.341, 0.374], [-0.154, -0.338, -0.120], [-0.009, -0.063, -0.112], [-0.156, 0.154, 0.041], [0.027, 0.090, 0.073], [-0.134, -0.369, 0.069], [0.047, 0.132, 0.188], [-0.011, -0.109, -0.037], [-0.064, 0.101, 0.101], [-0.057, 0.225, 0.043], [0.111, 0.473, 0.201], [0.281, 0.224, -0.224], [0.177, 0.120, -0.304], [-0.062, 0.019, -0.151], [-0.112, 0.005, -0.039], [-0.172, 0.003, -0.010], [0.010, -0.083, 0.102], [0.090, 0.032, -0.019], [0.262, 0.208, 0.417], [0.056, -0.079, -0.055], [-0.095, -0.523, 0.357], [-0.212, 0.159, 0.226], [-0.157, 0.119, 0.061], [-0.037, 0.009, -0.132], [0.036, -0.066, -0.087], [0.010, 0.016, 0.035], [-0.031, -0.019, 0.016], [0.056, -0.020, -0.032], [-0.008, 0.023, -0.010], [-0.026, -0.048, -0.055], [0.015, 0.010, -0.035], [0.066, -0.044, -0.080], [0.008, 0.069, 0.187], [-0.019, -0.021, -0.016], [0.032, 0.008, -0.017], [0.045, 0.042, 0.030], [-0.028, -0.021, 0.025], [0.009, 0.024, 0.031], [-0.032, -0.024, 0.002], [0.011, -0.068, -0.090], [-0.019, 0.092, 0.101], [0.010, 0.050, -0.030], [0.075, -0.026, -0.039], [0.044, -0.085, -0.071], [-0.086, 0.396, 0.219], [-0.010, -0.018, -0.016], [0.030, 0.002, 0.000], [0.023, 0.037, 0.030], [-0.045, -0.005, 0.012], [0.007, -0.053, 0.023], [0.012, 0.003, -0.022], [-0.015, -0.017, 0.038], [0.011, 0.014, -0.017], [-0.008, -0.007, -0.047], [0.019, 0.019, -0.010], [-0.049, -0.061, 0.048], [0.071, 0.073, -0.064], [-0.016, 0.017, 0.013], [-0.013, 0.024, 0.007], [0.003, 0.001, 0.037], [-0.019, -0.013, -0.007], [-0.064, -0.047, 0.034], [-0.028, -0.018, -0.003], [0.036, 0.030, 0.019], [-0.011, -0.006, -0.011], [-0.039, -0.038, -0.021], [0.027, 0.013, -0.023], [0.042, 0.028, 0.004], [-0.028, -0.030, -0.012], [-0.006, 0.010, -0.003], [0.014, 0.000, -0.007], [0.026, 0.022, 0.013], [-0.024, -0.010, 0.021], [-0.014, -0.030, -0.020], [0.005, 0.036, -0.022], [-0.010, -0.025, -0.009], [0.001, 0.001, 0.008], [0.008, 0.049, 0.002], [0.005, -0.020, 0.040], [-0.015, -0.031, -0.042], [0.045, 0.001, 0.023], [-0.009, 0.033, 0.007], [-0.009, -0.018, 0.025], [-0.011, -0.035, -0.006], [0.004, 0.022, -0.030], [0.037, -0.010, -0.031], [-0.023, -0.020, -0.022], [-0.013, 0.012, -0.004], [0.025, 0.045, -0.013], [0.012, 0.031, 0.044], [0.036, -0.021, -0.024], [-0.010, 0.023, 0.015], [0.004, -0.064, 0.034], [-0.029, 0.020, 0.019], [0.026, -0.006, 0.018], [-0.089, -0.056, -0.085], [-0.022, 0.005, -0.014], [0.034, -0.040, 0.054], [0.016, 0.046, -0.043], [-0.001, -0.032, 0.030], [-0.003, 0.002, -0.004], [-0.011, 0.040, -0.039], [-0.036, -0.034, 0.023], [0.020, -0.001, 0.000], [-0.021, 0.012, -0.002], [-0.012, 0.067, -0.076], [-0.029, -0.015, 0.013], [0.003, -0.025, 0.027], [0.034, 0.016, -0.013]]}